Entry 1:
# C3H35N2O13

A cluster of 14 separate species, C3H35N2O13 in total in a non-equilibrium geometry (the ωB97M-V functional and the def2-TZVPD basis, OMol25).

```
53
Properties=species:S:1:pos:R:3:forces:R:3
C 3.15487 1.94894 -0.83448 0.77 0.15 0.39
C 3.87674 0.57979 -0.81855 1.59 1.51 0.24
N 3.05992 -0.60141 -0.98874 0.40 0.50 0.30
C 2.00435 -0.72107 -0.23707 -1.57 0.54 -0.61
N 0.84908 -1.24571 -0.60791 1.39 -0.17 1.11
H 3.88335 2.66158 -0.41435 -0.43 -0.19 0.27
H 2.97255 2.36498 -1.79896 -0.10 -0.18 -0.93
H 2.20315 2.02050 -0.29257 0.49 -0.26 0.16
H 4.65386 0.52899 -1.59402 -0.42 0.15 -0.02
H 4.50667 0.62109 0.09346 -0.71 -0.84 -0.07
H 3.16668 -1.05766 -1.88427 -0.57 -0.29 0.18
H 1.93567 -0.17524 0.70037 0.55 -0.15 -0.01
H 0.81179 -1.82528 -1.43100 -0.29 -0.10 0.09
H 0.20788 -1.37304 0.15908 -0.46 -0.17 -0.41
H -4.34697 1.66950 1.96216 -0.58 -0.86 0.60
H -3.77621 0.09887 2.24027 -0.92 0.28 0.63
O -3.72044 0.95312 1.81813 1.22 0.56 -0.87
H -1.33251 -3.07898 2.43987 0.39 0.33 -0.34
H -0.67728 -4.36714 2.67149 0.50 -0.15 -0.29
O -0.61857 -3.61885 2.05484 -0.39 -0.31 1.54
H -0.23232 2.56855 1.09847 0.15 -0.12 -0.49
H 0.36897 3.83977 0.65708 0.37 0.07 -0.04
O 0.64243 2.94142 0.88098 -0.54 0.13 0.38
H -1.94220 -2.04662 -1.15010 0.60 -0.23 -0.23
H -2.26383 -0.65739 -1.36043 0.35 0.63 -0.39
O -1.60947 -1.29243 -1.68028 -1.00 -0.27 0.66
H 1.65066 -1.10523 3.67850 -0.10 0.18 -0.19
H 2.13038 -2.31624 2.91525 -0.04 0.02 -0.16
O 1.75982 -1.43636 2.77763 0.09 -0.11 0.26
H -4.22808 0.78341 -0.18964 -0.77 0.46 0.19
H -4.15077 0.92027 -1.61859 -0.55 0.38 -0.55
O -4.77023 1.15769 -0.91375 1.23 -0.76 0.26
H 2.64849 -3.88647 -1.88403 0.13 0.20 0.28
H 1.97400 -3.16598 -3.00064 0.02 0.33 -0.07
O 2.35224 -2.99769 -2.12365 -0.16 -0.81 -0.72
H -0.97621 1.32439 4.61475 0.33 0.92 -0.18
H -0.43653 1.68914 3.07882 0.02 0.50 0.98
O -0.74664 1.04828 3.72865 -0.20 -1.48 -0.71
H -0.18557 -0.89781 -3.44097 -0.32 -0.38 -0.03
H -0.02341 0.00155 -4.58097 0.24 -0.10 -0.34
O -0.06746 -0.94542 -4.39827 -0.03 0.18 0.34
H 0.61661 1.28569 -2.31211 0.15 0.60 0.00
H 1.58532 2.07825 -3.30611 -0.37 0.07 0.41
O 1.16555 1.23694 -3.10201 0.02 -0.58 -0.39
H -2.36564 1.65876 0.86886 -0.18 0.17 -0.60
H -2.22526 2.56254 -0.41936 -0.12 -0.21 0.46
O -1.87177 1.78992 0.04265 0.47 -0.46 -0.62
H -1.47821 -3.85011 0.75311 -0.93 0.85 -0.96
H -2.06493 -4.07829 -0.66068 -0.38 0.22 0.23
O -2.14261 -3.46618 0.09091 0.77 -1.10 -0.24
H -1.59365 3.95821 2.77857 -0.19 -0.01 0.04
H -2.29840 2.58267 2.74701 0.01 0.15 0.07
O -2.03594 3.33183 2.19260 0.08 0.20 0.44
```
Forces are in eV/Å.

Calculated values
**LUMO**: -0.0960 Eh
**HOMO energy**: -12.929 eV
**Molecular weight**: 307.314 g/mol
**Energy relative to the best compared isomer or geometry (same formula, charge and spin)**: 15.5 kcal per mole
**Net charge**: +1

Mulliken atomic charge list, values in e, 4 entries: C -0.54; C -0.63; N 0.03; C -0.57


Entry 2:
# C3H35N3O13

A cluster of 14 separate species, C3H35N3O13 in total in a non-equilibrium geometry (the ωB97M-V functional and the def2-TZVPD basis, OMol25).

```
54
Properties=species:S:1:pos:R:3:forces:R:3
C 2.71438 -1.23796 0.12711 0.22 -0.27 -0.48
C 1.45986 -1.81892 -0.53535 0.24 -1.60 -1.90
N 0.15559 -1.18026 -0.36769 0.68 0.76 0.71
C -0.08555 0.07599 -0.94885 0.76 -0.93 0.18
N -1.23815 0.71610 -0.54377 -0.73 1.70 -1.75
N 0.79358 0.50439 -1.76316 0.46 -0.99 -0.94
H 2.89376 -1.73679 1.09491 0.01 0.94 -0.21
H 3.59286 -1.39153 -0.53279 -0.40 -0.57 0.31
H 2.68894 -0.14514 0.09936 -0.38 -0.23 1.03
H 1.21667 -2.87999 -0.29123 0.64 0.63 0.53
H 1.70777 -1.96450 -1.60197 -0.46 0.61 0.32
H 0.00272 -1.29680 0.62635 -0.87 0.59 0.15
H -2.10124 0.20215 -0.42058 0.00 -0.56 -0.06
H -1.44150 1.53046 -1.17557 0.47 -0.93 0.73
H 0.53890 1.18877 -2.45498 -0.47 0.59 0.74
H -1.31977 -4.19750 -0.38210 0.22 0.65 -0.62
H -1.33037 -2.58267 -0.79498 1.21 -0.79 -0.52
O -1.62507 -3.30004 -0.21405 -1.39 -0.41 0.57
H -1.90856 -2.57510 1.17361 0.21 -0.19 0.02
H -1.22970 -2.69154 2.53838 0.10 0.46 0.03
O -1.77888 -2.08938 2.01041 -0.34 -0.19 0.57
H -1.16179 0.87053 1.14156 -0.18 -0.46 -0.07
H -1.27052 -0.46603 2.01798 -0.26 0.48 -0.13
O -1.23371 0.51947 2.04631 0.28 0.28 1.13
H -0.62139 3.52005 -2.59468 0.55 -0.52 -0.81
H -0.86644 2.21022 -3.57606 0.29 0.67 -0.69
O -0.98910 2.63865 -2.73769 -1.49 -0.24 1.02
H -0.93627 3.21993 0.73312 -0.01 0.15 -0.19
H 0.51566 2.81475 1.04886 0.53 0.19 -0.16
O -0.02203 3.39382 0.48303 -0.91 0.04 0.83
H 2.47765 2.39452 -1.81699 0.55 -0.27 0.82
H 2.79327 0.95377 -1.49866 -0.11 0.15 0.31
O 3.09248 1.84942 -1.25862 0.12 0.28 -1.36
H -0.05249 -2.01804 -3.05680 -0.08 -0.19 -0.40
H -0.66182 -3.50830 -3.18393 0.24 0.74 -0.26
O -0.32877 -2.81529 -2.59596 -0.30 -0.62 0.24
H 0.69498 -1.49853 3.81817 0.36 -0.03 -0.32
H 1.33797 -2.91289 3.65035 -0.16 0.39 0.02
O 0.72039 -2.28458 3.25175 -0.14 -0.57 0.20
H 2.64529 2.41920 0.13039 -0.34 -0.65 1.10
H 2.90481 3.26365 1.40589 -0.24 -0.17 0.20
O 2.35548 2.52446 1.10948 0.83 0.56 -0.68
H -4.36750 -0.91357 -0.12382 0.02 -0.37 -0.59
H -3.21831 -1.82723 -0.83378 -0.40 -0.50 0.53
O -3.85380 -1.11641 -0.91397 -0.02 0.31 -1.37
H -3.62681 -0.83167 1.16506 0.87 -0.12 1.17
H -3.61897 0.44580 2.06366 0.48 -0.17 0.38
O -3.99568 0.03877 1.28726 -1.01 0.68 -0.09
H 1.57722 4.48521 -1.84386 0.36 0.04 -0.45
H 0.75898 3.76210 -0.81586 0.15 -1.08 -0.85
O 1.19417 3.61005 -1.72034 -0.22 1.80 0.66
H 0.56970 0.62590 2.34038 0.24 -0.10 0.45
H 2.05486 1.09761 2.47162 -0.56 -0.52 0.01
O 1.42623 0.40490 2.76312 0.35 0.54 -0.10
```
Forces are in eV/Å.

Calculated values
**LUMO**: 0.0064 Eh
**HOMO energy**: -9.127 eV
**Molecular weight**: 321.321 g/mol

Mulliken atomic charge list, values in e, 4 entries: C -0.82; C -0.75; N 1.27; C -0.23


Entry 3:
# C3H37O16Y

A structure of composition C3H37O16Y in a non-equilibrium geometry (the ωB97M-V functional and the def2-TZVPD basis, OMol25).

```
57
Properties=species:S:1:pos:R:3:forces:R:3
Y 2.79184 0.05418 -2.24575 -2.44 -0.35 2.08
C -1.18136 0.81720 -0.18419 -0.30 0.44 0.52
C 0.03009 -0.08538 0.08923 0.47 0.46 -0.96
C -0.27255 -1.49162 -0.38648 0.06 -0.02 0.58
O 1.20820 0.41319 -0.53081 0.91 -0.04 -1.21
H -1.33465 1.07697 -1.23163 0.32 -0.16 -0.16
H -1.15215 1.74376 0.38917 0.52 0.34 -0.17
H -2.13136 0.39291 0.14072 -0.03 -0.64 -0.14
H 0.23972 -0.13700 1.15764 -0.24 0.08 0.43
H 0.49062 -2.15781 0.01585 0.18 -0.16 -0.46
H -0.30517 -1.48505 -1.47597 -0.10 -0.33 0.20
H -1.18623 -1.89309 0.05183 -0.28 0.16 -0.23
O -3.46141 -2.02905 2.33528 0.18 -0.34 0.13
H -2.95788 -1.35212 2.78744 -0.03 0.34 0.22
H -3.47968 -1.74447 1.42154 -0.21 0.05 -0.43
O -0.43589 -4.94013 0.65929 -0.20 0.06 -0.08
H -0.61249 -5.64782 1.27915 -0.08 -0.31 0.00
H -0.14494 -4.20982 1.20539 0.14 0.40 0.48
O 1.00221 -4.39048 -1.49106 0.82 0.75 -1.19
H 1.84706 -4.67771 -1.14469 0.17 -0.26 0.02
H 0.39339 -4.50075 -0.76071 -0.62 -0.44 0.50
O 0.74895 -3.13278 2.71387 -0.02 -0.07 -0.32
H 0.08873 -3.14200 3.40688 -0.31 -0.02 0.23
H 1.45917 -2.59639 3.06614 0.26 0.14 0.06
O -2.51829 1.11098 2.73142 0.22 -0.34 0.46
H -2.94961 1.95593 2.60392 -0.26 0.28 0.02
H -2.09662 0.92768 1.89188 0.01 -0.02 -0.27
O 0.83181 0.96817 -3.36300 0.51 -1.06 -0.69
H 0.52206 1.78645 -2.97479 -0.18 1.18 0.65
H 0.25862 0.82803 -4.11669 0.02 -0.17 -0.41
O 3.09396 -1.76813 -0.53108 0.41 0.12 -0.60
H 2.34744 -1.99313 0.02417 -0.63 0.24 0.10
H 3.85008 -2.14462 -0.08078 0.51 -0.01 -0.07
O 3.07185 2.39779 -2.02608 0.29 -0.35 0.10
H 2.48252 2.72746 -1.34767 -0.75 0.01 0.41
H 3.51250 3.17860 -2.36133 0.42 0.00 -0.41
O 0.34384 3.31440 -2.25386 0.08 -0.02 -0.21
H 0.11578 3.27039 -1.32527 -0.11 -0.09 0.91
H 0.38983 4.25108 -2.44555 -0.14 0.27 -0.30
O 1.51072 -1.80727 -3.05444 0.52 0.76 -0.40
H 0.70124 -1.67900 -3.54894 -0.23 0.15 -0.18
H 1.46691 -2.71492 -2.75363 0.03 -1.04 0.74
O -2.59011 4.46339 -0.38685 -0.29 -0.01 -0.15
H -1.99693 5.00326 0.13556 0.21 0.14 0.21
H -2.09013 3.66864 -0.57296 0.12 -0.19 -0.01
O -4.16351 -1.13166 -0.97662 0.28 -0.04 0.27
H -4.48232 -1.56375 -1.76901 -0.14 -0.23 -0.15
H -4.18584 -0.19809 -1.18680 -0.10 0.27 -0.02
O 0.13905 2.29156 2.81285 0.44 0.32 0.10
H -0.52439 1.74997 3.24036 -0.67 -0.06 0.21
H 0.62948 1.68072 2.26277 0.48 -0.57 -0.18
O 2.73371 0.67440 2.27558 -0.29 -0.26 -0.04
H 3.18446 1.33964 1.75548 0.13 0.10 -0.24
H 2.70709 1.03882 3.16030 0.08 0.11 0.39
O 0.43842 3.82546 0.66953 0.21 0.49 -1.24
H 0.33717 3.39414 1.51803 -0.49 -0.39 0.85
H 1.28486 4.26894 0.72525 0.14 0.31 0.04
```
Forces are in eV/Å.

Calculated values
**LUMO (alpha / beta)**: -0.1014 / -0.1123 Eh
**HOMO energy (alpha / beta)**: -7.912 / -11.844 eV
**2S+1**: 2
**Molecular weight**: 418.219 g/mol
**Net charge**: +1

Mulliken atomic charge list, values in e, 4 entries: Y 0.39; C -1.55; C 1.47; C -0.73


Entry 4:
# C3H3AuLiO4

A structure of composition C3H3AuLiO4 in a non-equilibrium geometry (the ωB97M-V functional and the def2-TZVPD basis, OMol25).

```
12
Properties=species:S:1:pos:R:3:forces:R:3
C 1.22513 -0.55763 0.99932 0.29 -1.68 0.16
C 1.11142 0.03655 -0.37566 2.25 -0.17 0.40
O -0.19816 -0.04155 -0.87319 0.92 2.22 2.48
C -1.15953 0.83698 -0.37042 -2.78 -3.11 0.51
O -2.09462 0.39939 0.33163 2.02 1.24 0.89
O -1.45853 1.60647 -1.28202 0.01 3.79 -1.30
O 0.28020 -1.00523 1.61483 -0.09 1.02 -0.11
H 2.26281 -0.73526 1.34184 -0.19 0.37 0.10
H 1.71199 -0.56094 -1.07475 0.24 0.37 0.23
H 1.46535 1.07909 -0.31139 -0.01 -0.22 -0.51
Au -1.67258 -0.80216 -2.00728 -2.50 -3.31 -3.58
Li -1.47346 -0.25572 2.00710 -0.17 -0.53 0.74
```
Forces are in eV/Å.

Calculated values
**LUMO (alpha / beta)**: -0.3780 / -0.5027 Eh
**HOMO energy (alpha / beta)**: -18.046 / -20.055 eV
**2S+1**: 4
**Molecular weight**: 306.961 g/mol
**Energy relative to the best compared isomer or geometry (same formula, charge and spin)**: 0.0 kcal per mole
**Net charge**: +2

Mulliken atomic charge list, values in e, 4 entries: C 0.16; C -0.36; O -0.28; C 1.10


Entry 5:
# C3H3BaO2

A structure of composition C3H3BaO2 in a non-equilibrium geometry (the ωB97M-V functional and the def2-TZVPD basis, OMol25).

```
9
Properties=species:S:1:pos:R:3:forces:R:3
O 0.00162 0.66730 0.27891 3.05 1.20 1.51
C 3.49084 -0.53091 -0.72758 0.87 -1.03 -0.21
O 4.12613 -1.41358 -1.01097 -0.67 0.75 0.01
Ba 2.35013 1.35390 1.19898 -2.91 -0.44 -0.88
C -1.09100 -0.07970 0.31880 -0.70 -0.63 -0.88
C -2.29604 0.27089 -0.16005 0.00 0.06 0.73
H -0.93343 -1.11328 0.66421 -0.11 0.20 -0.11
H -3.09775 -0.46680 -0.19241 0.23 0.25 0.15
H -2.55049 1.31218 -0.36989 0.24 -0.36 -0.31
```
Forces are in eV/Å.

Calculated values
**LUMO**: -0.1882 Eh
**HOMO energy**: -10.223 eV
**Molecular weight**: 208.383 g/mol
**Energy relative to the best compared isomer or geometry (same formula, charge and spin)**: 52.7 kcal per mole
**Net charge**: +1

Mulliken atomic charge list, values in e, 4 entries: O -0.71; C -0.02; O -0.01; Ba 1.77


Entry 6:
# C3H3BaO9

A structure of composition C3H3BaO9 in a non-equilibrium geometry (the ωB97M-V functional and the def2-TZVPD basis, OMol25).

```
16
Properties=species:S:1:pos:R:3:forces:R:3
Ba 0.64462 0.04856 0.19664 -0.80 0.22 -0.40
O 1.48892 5.43843 2.50965 0.05 1.58 0.39
C 1.21267 4.26994 1.95757 -0.23 -3.47 -0.90
O 0.48970 4.07295 1.01397 -3.25 2.60 -3.74
O 1.71194 3.23173 2.40546 3.16 -2.08 3.51
H 2.06861 5.19009 3.23345 0.20 0.10 0.26
O 0.62674 -5.83348 1.27154 0.96 0.24 0.23
C 0.81237 -4.47049 1.23831 -0.84 0.61 -5.14
O 0.43467 -3.89578 2.22119 -0.47 2.12 4.23
O 1.08073 -3.92738 0.14120 1.04 0.20 -0.55
H 0.45916 -5.68888 2.20567 -0.67 -1.96 1.13
O -2.89686 0.11807 -4.42419 -1.15 -0.12 -0.60
C -2.20399 0.31952 -3.28496 -0.05 0.25 1.38
O -1.00899 0.51076 -3.44983 4.05 0.34 -0.80
O -2.73292 0.33498 -2.18560 -1.96 -0.51 1.58
H -2.18734 0.28097 -5.05001 -0.05 -0.13 -0.57
```
Forces are in eV/Å.

Calculated values
**LUMO**: 0.0071 Eh
**HOMO energy**: -5.385 eV
**Molecular weight**: 320.376 g/mol
**Energy relative to the best compared isomer or geometry (same formula, charge and spin)**: 123.0 kcal per mole
**Net charge**: -1

Mulliken atomic charge list, values in e, 4 entries: Ba 1.78; O -0.46; C 0.71; O -0.68


Entry 7:
# C3H3Br

A cluster of 2 separate species, C3H3Br in total in a non-equilibrium geometry (the ωB97M-V functional and the def2-TZVPD basis, OMol25).

```
7
Properties=species:S:1:pos:R:3:forces:R:3
C 0.20640 -0.09271 -0.17497 -4.36 -2.00 -0.74
C -1.20469 -0.53890 -0.53343 5.35 1.84 1.32
C -0.92749 0.46938 0.30687 -0.53 1.87 0.15
Br 3.78875 0.04054 0.93686 -0.94 -0.07 -0.32
H 1.28278 -0.18535 -0.14731 1.29 0.01 -0.02
H -1.83758 -1.07560 -1.16405 -0.88 -0.95 -0.63
H -1.30818 1.38263 0.77603 0.07 -0.71 0.23
```
Forces are in eV/Å.

Calculated values
**LUMO**: -0.0967 Eh
**HOMO energy**: -7.027 eV
**Molecular weight**: 118.961 g/mol
**Energy relative to the best compared isomer or geometry (same formula, charge and spin)**: 72.9 kcal per mole

Mulliken atomic charge list, values in e, 4 entries: C 0.14; C -0.13; C -0.13; Br -0.79


Entry 8:
# C3H3Br2F

A structure of composition C3H3Br2F in a non-equilibrium geometry (the ωB97M-V functional and the def2-TZVPD basis, OMol25).

```
9
Properties=species:S:1:pos:R:3:forces:R:3
C 1.36586 -0.40449 -0.65114 2.87 0.83 0.44
C 0.41539 0.15118 0.00653 -0.44 1.09 3.84
C -1.04639 0.09811 0.16201 -1.44 1.32 0.66
F -1.54385 -0.50178 1.28781 0.80 -1.34 -0.15
Br 0.77433 1.45750 2.16035 0.00 -1.34 -2.48
Br -1.97137 -0.62314 -1.40687 0.40 0.02 0.24
H 2.51587 -0.26090 -0.53243 -2.52 -0.30 -0.16
H 0.93225 -0.99886 -1.41087 0.09 -0.85 -1.14
H -1.44209 1.08238 0.38460 0.25 0.57 -1.25
```
Forces are in eV/Å.

Calculated values
**LUMO**: -0.0636 Eh
**HOMO energy**: -10.090 eV
**Molecular weight**: 217.863 g/mol
**Energy relative to the best compared isomer or geometry (same formula, charge and spin)**: 38.7 kcal per mole

Mulliken atomic charge list, values in e, 4 entries: C -0.37; C 0.04; C 0.06; F -0.20


Entry 9:
# C3H3Br2F

A structure of composition C3H3Br2F in a non-equilibrium geometry (the ωB97M-V functional and the def2-TZVPD basis, OMol25).

```
9
Properties=species:S:1:pos:R:3:forces:R:3
C 0.50486 0.11568 -0.56937 -1.01 0.03 -0.34
C 0.96418 -0.25264 0.78988 -0.49 0.39 -0.07
C -1.05592 0.27568 -0.64880 1.07 -0.28 0.83
F 0.91864 -1.54436 1.11447 0.02 -0.27 -0.06
Br -2.08501 -1.26415 -0.27515 0.15 0.14 -0.18
Br -1.75622 1.86738 0.09260 0.06 -0.03 -0.13
H 0.92875 1.07500 -0.86863 0.05 -0.09 -0.01
H 0.78062 -0.66062 -1.28242 0.11 0.03 -0.04
H 0.80010 0.38802 1.64742 0.06 0.08 0.00
```
Forces are in eV/Å.

Calculated values
**LUMO (alpha / beta)**: 0.0031 / -0.0262 Eh
**HOMO energy (alpha / beta)**: -8.528 / -8.548 eV
**Molecular weight**: 217.863 g/mol
**Energy relative to the best compared isomer or geometry (same formula, charge and spin)**: 50.0 kcal per mole

Mulliken atomic charge list, values in e, 4 entries: C -0.48; C -0.14; C 0.00; F -0.21